Molecular formula: C30H40Br2FeN8O2S2
Method: DFT, ωB97M-V/def2-TZVPD

Summary:
**Calculated total energy**: -243897.888 eV
**Multiplicity**: 6
**Charge**: +3
**Kohn-Sham gap (spin up / spin down)**: 6.9 / 5.7 eV
**Energy above the lowest of the compared OMol25 structures with the same formula, charge and spin**: 85.0 kJ/mol
**E_LUMO (spin up / spin down)**: -0.31420 / -0.35929 Ha
**F_max**: 0.9 eV Å⁻¹

Positions of all 85 atoms, in Å:
Fe 0.8927 0.3917 1.9786
N 0.8517 2.0871 3.4619
C -0.2663 2.9743 3.0918
C -0.1602 4.4065 3.6209
C 0.9749 5.2892 3.0948
C 0.8875 5.6750 1.6157
N -0.4156 6.2240 1.2422
C -0.7626 7.5032 1.2603
N 0.0947 8.4504 1.6419
N -1.9962 7.8547 0.8929
C -0.4853 2.8711 1.5907
O -1.3008 3.5788 1.0268
O 0.2122 1.9454 0.9878
H 0.7757 1.7923 4.4302
H 1.7383 2.5798 3.3882
H -1.1734 2.5476 3.5286
H -0.0598 4.3417 4.7063
H -1.1166 4.8981 3.4349
H 1.9530 4.8284 3.2677
H 0.9680 6.2014 3.6963
H 1.0510 4.8155 0.9679
H 1.6732 6.3876 1.3659
H -1.1190 5.5247 1.0216
H 1.0230 8.2280 1.9509
H -0.1609 9.4231 1.6162
H -2.6483 7.1694 0.5519
H -2.2889 8.8170 0.8874
S 2.0684 -1.3979 0.1346
C 1.7149 -1.8980 -1.4525
N 1.9380 -3.0717 -1.9478
C 1.4090 -3.3920 -3.2965
C 1.6160 -2.2270 -4.2230
N 1.0798 -0.9936 -3.6101
C 0.5104 0.0140 -4.5383
C -0.8092 -0.4725 -5.0872
C -0.9859 -0.5656 -6.4605
C -2.1985 -1.0087 -6.9781
C -3.2252 -1.3710 -6.1228
C -3.0478 -1.2867 -4.7460
C -1.8439 -0.8353 -4.2280
C 1.1373 -0.8315 -2.3295
S 0.7125 0.5392 -1.4350
C 2.5314 -4.2035 -1.1844
C 1.5065 -5.2912 -0.9873
C 1.6853 -6.5307 -1.5855
C 0.7307 -7.5279 -1.4196
C -0.4044 -7.2801 -0.6657
C -0.5869 -6.0378 -0.0670
C 0.3667 -5.0455 -0.2252
H 0.3510 -3.6374 -3.1951
H 1.9240 -4.2753 -3.6650
H 1.0823 -2.3969 -5.1561
H 2.6722 -2.0627 -4.4476
H 1.2318 0.1493 -5.3434
H 0.4170 0.9558 -3.9984
H -0.1826 -0.2853 -7.1331
H -2.3351 -1.0714 -8.0494
H -4.1674 -1.7184 -6.5264
H -3.8537 -1.5666 -4.0803
H -1.7187 -0.7549 -3.1514
H 2.9096 -3.8117 -0.2437
H 3.3730 -4.5656 -1.7738
H 2.5780 -6.7311 -2.1687
H 0.8772 -8.4955 -1.8809
H -1.1461 -8.0573 -0.5359
H -1.4697 -5.8507 0.5305
H 0.2336 -4.0828 0.2609
Br 3.1961 -0.5323 3.0713
C 3.6424 -0.5451 4.9829
Br 2.4623 0.4404 6.1100
H 4.6349 -0.1187 5.0328
H 3.6159 -1.5866 5.2715
N -2.1480 -0.0165 0.9571
C -1.9429 -0.6863 2.1243
C -2.9736 -1.4462 2.7038
C -2.7417 -2.1237 3.8691
C -1.4774 -2.0614 4.4755
C -0.5167 -1.3238 3.8579
N -0.7253 -0.6380 2.6945
H -3.0987 0.1196 0.6569
H -1.4913 0.6939 0.6656
H -3.9391 -1.4802 2.2165
H -3.5344 -2.7057 4.3217
H -1.2632 -2.5786 5.3997
H 0.4773 -1.2430 4.2815

Atoms 1-6, force components in eV/Å:
-0.316 0.756 0.469
0.108 -0.260 0.035
0.094 -0.023 0.109
-0.023 0.031 0.016
-0.022 -0.023 -0.017
-0.137 0.025 0.058